C36H91BNO22 | wB97M-V/def2-TZVPD

The molecular weight is 900.9 g mol⁻¹. Its charge is +1. The HOMO-LUMO gap comes out at 7.8553 eV.

Geometry (Å):
C: 2.36 -3.05 3.83
C: 1.10 -2.20 3.76
O: 1.25 -1.01 2.93
B: 1.12 -1.22 1.58
O: 2.09 -1.88 0.90
C: -0.16 -0.56 0.92
N: -1.12 -0.27 1.83
C: -2.29 0.35 1.60
C: -3.18 0.60 2.79
C: -4.47 -0.21 2.81
C: -4.23 -1.73 2.92
C: -2.99 -2.12 3.66
O: -2.12 -2.77 3.15
O: -2.93 -1.76 4.97
C: -2.57 0.72 0.28
C: -3.83 1.46 -0.11
C: -4.54 0.91 -1.35
C: -5.16 -0.47 -1.17
C: -4.17 -1.60 -1.15
O: -4.84 -2.84 -1.41
C: -3.94 -3.84 -1.58
O: -3.47 -4.11 -2.64
C: -1.61 0.44 -0.69
C: -0.39 -0.19 -0.40
C: 0.61 -0.38 -1.50
C: 1.75 0.64 -1.45
C: 1.30 2.10 -1.48
C: 2.11 3.03 -0.56
O: 1.23 3.89 0.23
C: 1.40 3.78 1.58
C: 0.91 2.51 2.19
O: 1.88 4.66 2.21
H: 2.24 -3.96 3.27
H: 2.63 -3.28 4.86
H: 3.17 -2.48 3.39
H: 0.81 -1.85 4.75
H: 0.26 -2.80 3.41
H: 1.78 -2.45 0.18
H: -0.90 -0.55 2.78
H: -3.39 1.66 2.79
H: -2.59 0.40 3.68
H: -5.04 0.10 3.68
H: -5.10 -0.02 1.95
H: -4.26 -2.20 1.95
H: -5.07 -2.15 3.48
H: -2.28 -1.07 5.14
H: -3.49 2.47 -0.35
H: -4.51 1.57 0.71
H: -5.36 1.60 -1.55
H: -3.91 0.95 -2.23
H: -5.82 -0.65 -2.02
H: -5.81 -0.48 -0.29
H: -3.70 -1.67 -0.16
H: -3.37 -1.45 -1.87
H: -3.67 -4.43 -0.69
H: -1.82 0.74 -1.71
H: 0.07 -0.21 -2.43
H: 1.01 -1.38 -1.56
H: 2.37 0.40 -0.58
H: 2.34 0.45 -2.34
H: 1.39 2.47 -2.50
H: 0.25 2.24 -1.21
H: 2.73 3.68 -1.16
H: 2.72 2.46 0.14
H: 1.65 1.72 2.04
H: -0.02 2.19 1.74
H: 0.76 2.67 3.25
C: 5.58 0.10 -0.73
O: 4.81 -0.75 -1.59
H: 5.11 0.08 0.25
H: 6.60 -0.26 -0.64
H: 5.59 1.12 -1.10
H: 5.22 -0.73 -2.46
C: -4.85 -7.85 -2.25
O: -5.91 -7.02 -1.78
H: -4.98 -8.83 -1.80
H: -4.88 -7.94 -3.34
H: -3.88 -7.45 -1.95
H: -5.79 -6.15 -2.18
C: 4.59 6.42 2.91
O: 3.64 7.46 3.09
H: 5.58 6.87 2.86
H: 4.55 5.72 3.76
H: 4.39 5.88 1.98
H: 2.77 7.05 3.13
C: 5.69 3.24 2.56
O: 6.64 2.32 2.04
H: 5.04 3.55 1.74
H: 5.08 2.78 3.34
H: 6.19 4.12 2.97
H: 7.21 2.05 2.77
C: 4.59 -3.31 -3.76
O: 3.93 -3.63 -2.54
H: 4.37 -4.09 -4.48
H: 4.23 -2.35 -4.15
H: 5.67 -3.26 -3.61
H: 4.14 -2.93 -1.92
C: 7.48 8.81 4.69
O: 7.95 7.53 5.13
H: 6.40 8.82 4.81
H: 7.91 9.61 5.30
H: 7.73 8.97 3.64
H: 8.90 7.52 5.03
C: -4.88 -7.32 -6.62
O: -3.60 -7.17 -6.00
H: -4.74 -7.94 -7.49
H: -5.59 -7.80 -5.94
H: -5.28 -6.35 -6.93
H: -3.71 -6.61 -5.23
C: 0.59 -6.86 2.28
O: 1.98 -6.55 2.31
H: 0.05 -5.92 2.33
H: 0.32 -7.37 1.35
H: 0.30 -7.48 3.12
H: 2.46 -7.38 2.26
C: 0.52 1.34 6.20
O: -0.21 0.45 5.34
H: 0.05 1.31 7.17
H: 1.56 1.03 6.28
H: 0.48 2.37 5.82
H: 0.22 0.47 4.48
C: -2.59 5.57 0.70
O: -1.97 4.34 1.11
H: -3.63 5.52 0.99
H: -2.12 6.42 1.20
H: -2.52 5.70 -0.38
H: -1.05 4.39 0.86
C: 2.73 -0.73 -6.75
O: 4.07 -0.86 -6.25
H: 2.15 -0.20 -6.00
H: 2.72 -0.16 -7.68
H: 2.28 -1.71 -6.92
H: 4.58 -1.32 -6.91
C: -7.42 0.71 6.09
O: -6.35 -0.04 5.51
H: -8.15 0.89 5.32
H: -7.89 0.16 6.91
H: -7.05 1.67 6.47
H: -5.70 -0.21 6.19
C: 0.02 4.17 -5.45
O: 0.58 2.91 -5.09
H: -1.04 4.13 -5.25
H: 0.46 4.98 -4.86
H: 0.17 4.38 -6.52
H: 1.52 2.95 -5.28
C: -0.14 -1.05 -9.94
O: 1.20 -1.20 -9.48
H: -0.69 -0.52 -9.17
H: -0.19 -0.47 -10.87
H: -0.61 -2.02 -10.10
H: 1.69 -1.67 -10.16